Record 1
ORCA calculation (ωB97M-V/def2-TZVPD) on a 2-piece molecular cluster, C23H47F6N4O9P3 overall.

XYZ file:
```
92
C23H47F6N4O9P3 ωB97M-V/def2-TZVPD
C 3.42 -1.11 2.63
C 4.90 -0.37 2.52
C 6.08 -1.54 2.29
C 6.75 -1.45 0.76
C 6.02 -2.51 -0.30
C 5.37 -1.73 -1.61
C 4.06 -2.61 -2.14
C 2.86 -2.34 -1.06
C 1.37 -2.09 -1.70
C 0.88 -0.53 -1.74
C 1.97 0.27 -2.71
O 1.29 1.12 -3.72
C 1.35 0.52 -5.06
C 0.04 -0.21 -5.79
O 2.51 0.62 -5.73
C 0.74 0.17 -0.24
C -0.40 1.39 -0.22
C -0.46 1.95 1.31
C -1.47 1.04 2.30
O -1.35 1.66 3.66
C -2.57 1.41 4.45
O -2.42 0.56 5.51
C -4.05 2.09 4.21
C -5.10 0.85 3.87
O -0.05 2.32 -1.27
C 0.67 3.52 -0.85
C 2.21 3.26 -0.31
N -1.73 0.64 -0.44
P -2.95 1.65 -1.26
N -2.95 3.35 -0.70
O -2.49 1.79 -2.98
C -1.51 -0.54 -1.41
N -2.20 -1.72 -1.28
P -3.43 -2.05 -0.02
O -4.14 -3.42 -0.43
O -2.54 -2.37 1.47
O -4.66 -0.83 0.13
N -0.45 -0.46 -2.53
H 2.61 -0.35 2.24
H 3.38 -2.11 2.00
H 3.21 -1.37 3.77
H 4.94 0.33 1.55
H 5.13 0.26 3.49
H 5.54 -2.56 2.49
H 6.91 -1.43 3.12
H 6.69 -0.34 0.39
H 7.86 -1.84 0.88
H 6.80 -3.31 -0.67
H 5.20 -3.07 0.35
H 6.20 -1.62 -2.46
H 5.04 -0.65 -1.27
H 4.44 -3.74 -2.17
H 3.80 -2.34 -3.25
H 3.18 -1.47 -0.34
H 2.78 -3.33 -0.40
H 0.55 -2.76 -1.20
H 1.44 -2.45 -2.84
H 2.76 0.89 -2.09
H 2.60 -0.52 -3.34
H -0.91 0.50 -5.75
H -0.22 -1.25 -5.32
H 0.27 -0.41 -6.94
H 1.81 0.53 0.06
H 0.42 -0.62 0.60
H 0.60 1.90 1.86
H -0.83 3.05 1.45
H -2.59 1.26 1.97
H -1.20 -0.10 2.29
H -4.42 2.77 5.08
H -4.05 2.77 3.23
H -5.20 0.67 2.69
H -6.19 1.04 4.26
H -4.62 -0.14 4.30
H 0.83 4.16 -1.85
H 0.05 4.25 -0.14
H 2.27 2.58 0.65
H 2.63 4.32 0.01
H 2.94 2.84 -1.12
H -3.67 3.46 0.08
H -2.05 3.64 -0.26
H -1.99 2.66 -2.99
H -1.98 -2.50 -1.95
H -3.08 -1.96 2.22
H -5.51 -1.35 0.36
H -0.47 -1.36 -3.10
F -8.49 -1.10 2.47
P -8.49 -0.18 1.21
F -8.07 -1.42 0.37
F -9.89 0.00 1.87
F -8.33 1.37 1.26
F -9.18 0.00 -0.18
F -6.98 0.09 1.47
```

For the highest occupied orbital energy, the calculation gives -9.2 eV. For the LUMO energy, the calculation gives -2.85 eV. As for the spin multiplicity: 1.

Record 2
ORCA calculation (ωB97M-V/def2-TZVPD) on C23H47FeNO2S2Si2 as an isolated structure.

XYZ file:
```
78
C23H47FeNO2S2Si2 ωB97M-V/def2-TZVPD
O -1.88 -2.60 -3.54
O -3.30 -1.49 -5.04
C -0.45 -2.63 -3.76
C 0.09 -3.98 -3.35
H 0.00 -1.82 -3.18
H -0.30 -2.45 -4.83
H 0.32 -4.03 -2.29
H 1.01 -4.20 -3.90
H -0.64 -4.77 -3.59
C -2.23 -2.68 -2.11
C -3.65 -3.15 -2.02
H -2.06 -1.69 -1.67
H -1.55 -3.38 -1.63
H -4.34 -2.40 -2.42
H -3.91 -3.34 -0.98
H -3.79 -4.08 -2.59
C -3.38 -0.12 -4.53
C -2.99 -1.65 -6.49
C -4.44 -0.10 -3.46
H -3.61 0.53 -5.37
H -2.40 0.16 -4.12
H -5.24 -0.82 -3.66
H -4.87 0.90 -3.42
H -3.99 -0.32 -2.48
C -3.74 -2.85 -6.98
H -1.90 -1.74 -6.58
H -3.32 -0.73 -6.99
H -3.47 -3.74 -6.40
H -3.51 -3.03 -8.03
H -4.81 -2.70 -6.89
H -2.67 -2.07 -4.38
Fe 1.37 1.43 -1.32
C 0.01 1.68 -2.44
Si 0.81 2.01 -4.10
H -0.71 2.47 -2.18
H -0.55 0.71 -2.49
C 1.84 0.62 -4.87
C 1.80 3.54 -3.67
C -0.56 2.27 -5.35
C 3.33 1.78 -1.38
Si 4.21 1.59 0.26
H 3.50 2.79 -1.81
H 3.73 1.07 -2.13
C 5.89 2.41 0.03
C 4.39 -0.21 0.77
C 3.30 2.49 1.65
H -0.28 3.05 -6.07
H -1.51 2.57 -4.88
H -0.75 1.35 -5.92
H 2.70 0.33 -4.26
H 2.22 0.97 -5.85
H 1.22 -0.27 -5.05
H 2.83 3.46 -4.05
H 1.86 3.72 -2.58
H 1.29 4.39 -4.12
H 4.51 -0.86 -0.10
H 3.52 -0.57 1.34
H 5.29 -0.31 1.40
H 2.73 1.80 2.28
H 2.62 3.26 1.26
H 4.05 3.00 2.28
H 6.33 2.69 1.00
H 5.78 3.33 -0.57
H 6.59 1.75 -0.49
S 1.21 -0.75 -0.44
C 0.48 0.34 0.63
N 0.36 1.65 0.18
C -0.24 2.51 1.10
C -0.53 3.86 0.89
C -0.97 4.61 1.97
C -1.11 4.02 3.24
C -0.84 2.65 3.44
C -0.42 1.89 2.35
S 0.11 0.21 2.31
H -0.41 4.28 -0.12
H -1.22 5.67 1.84
H -1.43 4.62 4.08
H -0.92 2.16 4.40
```

For the highest occupied orbital energy (alpha / beta), the calculation gives -5.1 / -5.9 eV. For the LUMO energy (alpha / beta), the calculation gives -0.17 / -0.18 eV. As for the spin multiplicity: 5.

Record 3
ORCA calculation (ωB97M-V/def2-TZVPD) on C23H47GeO3PPt as an isolated structure.

XYZ file:
```
76
C23H47GeO3PPt ωB97M-V/def2-TZVPD
Pt 0.66 0.34 0.82
C -0.82 4.62 -0.92
C -0.30 3.81 0.22
C -1.18 3.01 0.98
C -0.73 2.17 2.04
C -1.70 1.53 2.98
C 0.66 2.11 2.29
C 1.53 3.03 1.63
C 2.93 3.18 2.10
C 1.03 3.83 0.59
H -1.50 5.40 -0.57
H -1.38 3.98 -1.61
H -0.01 5.09 -1.47
H -2.24 3.08 0.79
H -2.03 2.29 3.69
H -1.24 0.73 3.55
H -2.59 1.16 2.47
H 1.00 1.65 3.22
H 2.96 4.01 2.82
H 3.60 3.45 1.29
H 3.29 2.29 2.61
H 1.71 4.50 0.06
C 2.97 -2.28 -1.61
Ge 3.04 -0.31 -1.88
C 4.99 0.07 -1.55
C 2.51 0.07 -3.73
C 2.20 1.01 -0.67
H 3.56 -2.72 -2.41
H 1.94 -2.65 -1.68
H 3.40 -2.57 -0.65
H 5.56 -0.53 -2.25
H 5.26 -0.18 -0.53
H 5.17 1.13 -1.74
H 2.76 -0.78 -4.37
H 3.07 0.94 -4.08
H 1.45 0.29 -3.83
H 1.67 1.78 -1.24
H 2.97 1.46 -0.04
C -3.76 -2.79 1.09
C -3.22 -1.38 1.00
O -2.30 -1.32 -0.12
P -1.26 -0.20 -0.52
O -0.41 -0.83 -1.68
C -0.93 -1.33 -2.96
C -1.54 -2.72 -2.86
O -2.09 0.95 -1.24
C -3.45 1.38 -0.97
C -4.45 0.61 -1.80
H -4.43 -2.86 1.94
H -2.95 -3.51 1.23
H -4.31 -3.05 0.19
H -2.69 -1.11 1.92
H -4.03 -0.67 0.84
H -0.04 -1.35 -3.60
H -1.63 -0.61 -3.37
H -0.85 -3.40 -2.37
H -1.73 -3.09 -3.87
H -2.48 -2.70 -2.31
H -3.47 2.43 -1.22
H -3.67 1.27 0.10
H -4.21 0.72 -2.86
H -5.44 1.03 -1.64
H -4.47 -0.44 -1.55
C 1.66 -3.84 2.16
C 1.19 -2.44 2.58
C -0.33 -2.41 2.64
C 1.76 -1.42 1.62
H 1.31 -4.58 2.88
H 2.75 -3.90 2.12
H 1.26 -4.10 1.18
H 1.58 -2.24 3.58
H -0.73 -2.60 1.63
H -0.69 -1.45 3.00
H -0.70 -3.19 3.30
H 1.86 -1.84 0.60
H 2.70 -0.98 1.95
```

For the highest occupied orbital energy (alpha / beta), the calculation gives -13.4 / -14.7 eV. The total charge is +2. For the LUMO energy (alpha / beta), the calculation gives -6.46 / -10.17 eV. As for the spin multiplicity: 5.

M values (in g mol⁻¹) by entry order: 730.6 545.8 670.3.
Max |F| values (in hartree/bohr) by entry order: 0.176 0.126 0.026.
Calculated total energy values (in eV) by entry order: -93160.8551 -102008.2734 -99789.4383.